13
Properties=species:S:1:pos:R:3:mulliken_charge:R:1 method="wB97M-V/def2-TZVPD" homo_ev=-8.51 total_energy_ha=-1023.6115 charge=0 de_lowest_kj_mol=502.5 orbital_gap_ev=7.5 e_lumo_ev=-0.966
C -1.6176 1.0702 0.0874 -1.119
C -1.6046 -0.4930 -0.3578 0.379
C 1.0309 -0.0668 -0.9011 0.012
H -0.7521 0.9569 0.7985 0.341
H -1.3690 1.7375 -0.7911 0.271
H -2.6690 1.3676 0.5294 0.340
H 0.6348 0.9249 -1.1679 0.384
H 3.0552 -0.3903 1.4976 0.330
H 1.8122 -1.5067 0.7578 0.222
N 2.1562 -0.1325 -0.3215 -0.283
N 2.7247 -1.1478 0.4860 -0.452
S -3.2507 -1.0702 0.0123 -0.246
S -0.1510 -1.2499 -0.6295 -0.178